The following is a quantum chemistry calculation of a cluster of 9 separate species, H18O9 in total at a distorted geometry, from OMol25.

Each line ends with the natural charge from an NBO analysis.
Cartesian coordinates (Å):
O: -11.536 5.887 19.950  -0.934
H: -11.032 5.809 19.122  0.505
H: -11.805 5.011 20.098  0.473
O: -13.804 7.036 19.453  -0.990
H: -13.050 6.533 19.756  0.473
H: -14.450 6.376 19.558  0.481
O: -15.626 9.019 17.874  -0.933
H: -15.228 8.428 18.462  0.467
H: -14.990 9.755 17.962  0.465
O: -11.843 8.963 20.271  -0.983
H: -11.378 8.529 21.027  0.470
H: -12.695 8.476 20.293  0.479
O: -17.605 5.323 19.300  -0.945
H: -16.761 5.292 19.762  0.474
H: -18.197 4.816 19.884  0.463
O: -15.107 4.525 20.120  -0.936
H: -14.318 4.259 20.518  0.469
H: -15.088 3.939 19.375  0.484
O: -14.408 6.284 16.575  -0.930
H: -14.584 6.027 15.674  0.483
H: -13.748 5.735 16.941  0.463
O: -12.414 8.266 16.992  -0.963
H: -12.243 8.111 17.886  0.464
H: -13.147 7.684 16.797  0.482
O: -10.628 7.346 22.184  -0.945
H: -10.742 6.727 21.468  0.487
H: -9.877 7.897 21.956  0.475

Calculated values
relative energy (zero: lowest compared OMol25 entry of this formula, charge and spin)	286.0	kJ/mol
highest occupied orbital energy	-10.3	eV
spin multiplicity	1
lowest unoccupied orbital energy	-1.0	eV
largest force on an atom	0.0520	hartree/bohr
molar mass	162.1	g/mol
HOMO-LUMO gap	9.3	eV
total energy	-687.91686	hartree